one.
Molecular formula: C3H13N2O3
Method: DFT, ωB97M-V with the def2-TZVPD basis set

Atoms and positions in Å:
O1 -0.513 -0.692 2.420
C1 -0.945 -0.291 1.340
N1 -2.054 0.442 1.441
C2 -0.568 -0.883 -0.027
N2 0.818 -1.332 -0.029
C3 1.557 -1.005 -1.431
H1 -2.438 0.544 2.371
H2 -2.660 0.823 0.783
H3 -1.365 -1.725 -0.351
H4 -0.884 0.001 -0.786
H5 0.864 -2.290 0.256
H6 1.542 -0.880 0.665
H7 0.972 -0.429 -2.101
H8 2.041 -1.992 -1.698
H9 2.184 -0.159 -1.060
H10 -1.725 2.737 -2.005
H11 -2.765 1.804 -2.522
O2 -1.973 1.845 -1.988
H12 3.412 1.220 1.485
H13 1.937 1.408 1.893
O3 2.563 0.855 1.344

For the HOMO-LUMO gap, the calculation gives 10.8 eV. For the lowest unoccupied orbital energy, the calculation gives -3.0 eV. As for the total charge: +1. As for the spin multiplicity: 1.

Atomic partial charges in e from the Mulliken method, atoms 1 to 5: number 1, O, carries -0.6080; number 2, C, carries 0.4383; number 3, N, carries -0.3234; number 4, C, carries -0.2070; number 5, N, carries -0.1098



two.
Molecular formula: C3H13N2O3
Method: DFT, ωB97M-V with the def2-TZVPD basis set

Atoms and positions in Å:
C1 -1.639 0.523 1.243
C2 -0.216 0.195 1.132
C3 0.282 -1.178 0.973
N1 1.679 -1.436 1.108
O1 -0.023 -1.398 -0.423
N2 -2.026 1.043 -0.083
H1 -2.199 -0.367 1.584
H2 -1.765 1.296 2.003
H3 -0.271 -1.970 1.475
H4 0.414 0.837 1.761
H5 2.222 -0.653 0.760
H6 1.946 -1.529 2.075
H7 -1.976 2.075 -0.199
H8 0.664 -2.050 -0.652
H9 -1.700 0.505 -0.887
H10 2.017 1.885 -1.131
H11 1.228 0.726 -0.509
O2 2.034 0.926 -0.981
H12 -0.277 0.552 -3.762
H13 -0.038 -0.433 -2.672
O3 -0.357 0.451 -2.815

For the HOMO-LUMO gap, the calculation gives 7.1 eV. For the lowest unoccupied orbital energy, the calculation gives -7.6 eV. As for the total charge: +1. As for the spin multiplicity: 1.

Atomic partial charges in e from the Mulliken method, atoms 1 to 5: number 1, C, carries -0.5992; number 2, C, carries -0.0788; number 3, C, carries -0.0176; number 4, N, carries -0.6299; number 5, O, carries -0.4658



three.
Molecular formula: C3H13N2O3
Method: DFT, ωB97M-V with the def2-TZVPD basis set

Atoms and positions in Å:
C1 0.507 1.031 0.992
C2 -0.308 -0.050 1.853
C3 0.231 -1.396 1.422
N1 1.023 -2.231 2.212
O1 0.034 -1.721 0.312
N2 0.740 0.602 -0.360
H1 1.304 1.147 1.701
H2 -0.130 1.971 0.930
H3 -0.081 0.144 3.006
H4 -1.391 0.071 1.636
H5 0.976 -2.194 3.224
H6 1.302 -3.078 1.831
H7 1.489 1.163 -0.852
H8 -0.079 0.653 -0.926
H9 0.999 -0.388 -0.437
H10 -2.315 -0.372 -3.077
H11 -3.465 -0.345 -2.042
O2 -2.492 -0.333 -2.140
H12 0.678 2.565 -3.094
H13 0.503 1.021 -3.410
O3 0.475 1.740 -2.782

For the HOMO-LUMO gap, the calculation gives 11.1 eV. For the lowest unoccupied orbital energy, the calculation gives -2.9 eV. As for the total charge: +1. As for the spin multiplicity: 1.

Atomic partial charges in e from the Mulliken method, atoms 1 to 5: number 1, C, carries -0.7583; number 2, C, carries -0.3989; number 3, C, carries 0.4590; number 4, N, carries -0.4068; number 5, O, carries -0.6176



Which of them is the least stable? Correct choice: two.



one.
Molecular formula: C3H5ClS
Method: DFT, ωB97M-V with the def2-TZVPD basis set

Atoms and positions in Å:
S1 2.760 -0.631 0.305
C1 1.206 -0.395 0.507
C2 0.187 0.589 -0.009
C3 -0.980 -0.248 -0.297
Cl1 -2.051 1.195 -1.121
H1 0.557 -0.961 1.350
H2 0.050 1.288 0.765
H3 0.435 1.031 -0.940
H4 -1.546 -0.724 0.411
H5 -0.619 -1.144 -0.970

For the HOMO-LUMO gap, the calculation gives 8.5 eV. For the lowest unoccupied orbital energy, the calculation gives -0.5 eV. The SMILES is S=CCCCl. As for the spin multiplicity: 1.

Atomic partial charges in e from the Mulliken method, atoms 1 to 5: number 1, S, carries -0.2353; number 2, C, carries -0.2663; number 3, C, carries -0.3696; number 4, C, carries -0.5776; number 5, Cl, carries -0.2549



two.
Molecular formula: C3H5ClS
Method: DFT, ωB97M-V with the def2-TZVPD basis set

Atoms and positions in Å:
C1 1.276 1.024 -0.488
C2 0.606 -0.038 -0.052
Cl1 1.344 -1.604 -0.130
C3 -0.749 -0.038 0.519
S1 -2.119 -0.741 -0.379
H1 2.250 0.844 -0.917
H2 0.762 1.996 -0.293
H3 -1.000 1.066 0.659
H4 -0.564 -0.464 1.541
H5 -1.806 -2.045 -0.459

For the HOMO-LUMO gap, the calculation gives 10.2 eV. For the lowest unoccupied orbital energy, the calculation gives 0.8 eV. The SMILES is C=C(Cl)CS. As for the spin multiplicity: 1.

Atomic partial charges in e from the Mulliken method, atoms 1 to 5: number 1, C, carries -0.7547; number 2, C, carries 0.5297; number 3, Cl, carries -0.2102; number 4, C, carries -0.5687; number 5, S, carries -0.1850



three.
Molecular formula: C3H5ClS
Method: DFT, ωB97M-V with the def2-TZVPD basis set

Atoms and positions in Å:
C1 0.170 0.757 -0.004
C2 -1.265 0.919 -0.002
C3 1.020 -1.623 0.054
S1 1.418 1.720 -0.014
Cl1 2.645 -1.204 0.001
H1 -1.601 1.153 -1.131
H2 -1.686 0.087 0.509
H3 -1.646 1.798 0.469
H4 0.506 -1.697 -0.859
H5 0.440 -1.910 0.977

For the HOMO-LUMO gap, the calculation gives 7.5 eV. For the lowest unoccupied orbital energy, the calculation gives 0.0 eV. As for the spin multiplicity: 1.

Atomic partial charges in e from the Mulliken method, atoms 1 to 5: number 1, C, carries 0.1470; number 2, C, carries -0.7885; number 3, C, carries -0.5665; number 4, S, carries -0.2369; number 5, Cl, carries -0.0875



Which of them is the least stable? Correct choice: three.



one.
Molecular formula: C15H23ClN4O4S
Method: DFT, ωB97M-V with the def2-TZVPD basis set

Atoms and positions in Å:
C1 -0.506 0.802 3.928
O1 -1.113 -0.177 3.101
C2 -2.066 0.269 2.137
C3 -1.404 0.905 0.912
O2 -2.076 1.488 0.073
N1 -0.078 0.713 0.808
C4 0.685 1.186 -0.322
C5 1.965 0.370 -0.624
C6 2.022 -0.049 -2.078
O3 2.098 1.136 -2.846
N2 2.220 -0.798 0.206
C7 2.380 -0.738 1.548
O4 2.347 0.319 2.156
C8 2.597 -2.065 2.263
C9 1.316 -2.654 2.757
C10 0.487 -3.593 2.123
C11 -0.556 -3.761 3.001
Cl1 -1.933 -4.765 2.896
N3 -0.334 -2.955 4.060
C12 -1.204 -2.692 5.187
N4 0.806 -2.271 3.920
C13 -2.808 -1.000 1.692
C14 -4.121 -1.158 2.487
S1 -4.154 0.125 3.768
C15 -3.117 1.195 2.746
H1 0.366 0.331 4.378
H2 -0.169 1.678 3.367
H3 -1.180 1.125 4.727
H4 0.411 0.300 1.586
H5 0.025 1.164 -1.191
H6 0.966 2.230 -0.177
H7 2.808 1.045 -0.450
H8 2.901 -0.684 -2.248
H9 1.127 -0.630 -2.338
H10 2.085 0.907 -3.780
H11 2.179 -1.707 -0.223
H12 3.119 -2.771 1.612
H13 3.253 -1.849 3.105
H14 0.630 -4.091 1.179
H15 -0.588 -2.401 6.032
H16 -1.894 -1.883 4.938
H17 -1.765 -3.590 5.435
H18 -3.029 -0.963 0.625
H19 -2.151 -1.853 1.849
H20 -4.988 -1.030 1.840
H21 -4.194 -2.133 2.965
H22 -2.684 1.987 3.353
H23 -3.716 1.655 1.962

For the HOMO-LUMO gap, the calculation gives 8.9 eV. For the lowest unoccupied orbital energy, the calculation gives 0.4 eV. The SMILES is CO[C@@]1(C(=O)NC[C@H](CO)NC(=O)Cc2cc(Cl)n(C)n2)CCSC1. As for the spin multiplicity: 1.

Atomic partial charges in e from the Mulliken method, atoms 1 to 5: number 1, C, carries -1.2012; number 2, O, carries -0.0523; number 3, C, carries 1.5212; number 4, C, carries -0.2716; number 5, O, carries -0.7219



two.
Molecular formula: C15H23ClN4O4S
Method: DFT, ωB97M-V with the def2-TZVPD basis set

Atoms and positions in Å:
C1 -0.613 2.028 3.311
O1 0.170 2.880 2.482
C2 1.482 2.402 2.161
C3 1.311 1.120 1.316
O2 1.817 0.052 1.605
N1 0.504 1.296 0.242
C4 0.070 0.199 -0.608
C5 -1.207 -0.482 -0.083
C6 -1.745 -1.431 -1.152
O3 -0.652 -2.252 -1.548
N2 -2.149 0.577 0.266
C7 -3.501 0.558 0.239
O4 -4.177 -0.389 -0.118
C8 -4.169 1.853 0.712
C9 -3.282 3.051 0.851
C10 -2.575 3.746 -0.154
C11 -1.914 4.734 0.537
Cl1 -0.876 5.974 -0.024
N3 -2.217 4.607 1.842
C12 -1.711 5.381 2.958
N4 -3.042 3.566 2.047
C13 2.148 3.548 1.368
C14 3.163 4.280 2.263
S1 2.812 3.793 3.973
C15 2.362 2.149 3.383
H1 -1.629 2.413 3.275
H2 -0.612 0.995 2.946
H3 -0.265 2.032 4.344
H4 0.120 2.217 0.096
H5 -0.120 0.595 -1.607
H6 0.870 -0.534 -0.669
H7 -0.954 -1.062 0.809
H8 -2.565 -2.028 -0.761
H9 -2.120 -0.844 -1.997
H10 -0.990 -2.971 -2.088
H11 -1.733 1.395 0.682
H12 -4.990 2.039 0.019
H13 -4.620 1.638 1.683
H14 -2.564 3.573 -1.216
H15 -1.941 6.436 2.824
H16 -2.210 5.007 3.848
H17 -0.636 5.240 3.057
H18 2.640 3.165 0.474
H19 1.353 4.224 1.049
H20 4.182 3.986 2.010
H21 3.092 5.362 2.174
H22 1.867 1.580 4.164
H23 3.245 1.587 3.078

For the HOMO-LUMO gap, the calculation gives 9.2 eV. For the lowest unoccupied orbital energy, the calculation gives 0.4 eV. The SMILES is CO[C@@]1(C(=O)NC[C@H](CO)NC(=O)Cc2cc(Cl)n(C)n2)CCSC1. As for the spin multiplicity: 1.

Atomic partial charges in e from the Mulliken method, atoms 1 to 5: number 1, C, carries -0.9399; number 2, O, carries -0.1246; number 3, C, carries 1.2027; number 4, C, carries -0.2015; number 5, O, carries -0.6893



Which of them is the least stable? Correct choice: one.